[1]
{"formula": "C2H3O2Tl", "method": "ωB97M-V/def2-TZVPD", "e_lumo_ev": [-7.217, -7.136], "homo_energy_ev": [-15.5, -15.2], "s_squared": 0.7581, "spin_multiplicity": 2, "total_charge": 1, "symbols": ["O", "Tl", "O", "C", "C", "H", "H", "H"], "coordinates": [[0.46164, 1.73315, 0.59765], [0.90710, -0.18911, 0.15957], [1.46782, 1.66528, -0.27608], [-1.91942, -0.93384, -0.30963], [-0.67304, -1.44878, -0.16086], [-2.83275, -1.49673, -0.06749], [-2.08855, -0.03760, -0.92165], [-0.66754, -2.51385, 0.12168]], "forces_ev_per_a": [[-0.924, 3.786, 1.003], [-0.312, -4.808, -1.526], [1.368, 2.038, -0.242], [1.295, 0.413, -1.374], [-2.870, -2.223, 1.127], [0.663, -0.216, -0.352], [-0.048, 0.284, 1.061], [0.827, 0.726, 0.303]]}



[2]
{"formula": "H22N5O17S4", "method": "ωB97M-V/def2-TZVPD", "e_lumo_ev": 5.046, "homo_energy_ev": 0.9, "spin_multiplicity": 1, "total_charge": -3, "symbols": ["N", "H", "H", "H", "H", "N", "H", "H", "H", "H", "N", "H", "H", "H", "H", "N", "H", "H", "H", "H", "N", "H", "H", "H", "H", "S", "O", "O", "O", "O", "S", "O", "O", "O", "O", "S", "O", "O", "O", "O", "S", "O", "O", "O", "O", "O", "H", "H"], "coordinates": [[8.50000, 15.43814, 15.27465], [9.47340, 15.69134, 15.14175], [8.39994, 14.55260, 14.64025], [7.87142, 16.19058, 14.98964], [8.19428, 15.18203, 16.21122], [8.98808, 11.66366, 9.73916], [9.24871, 10.76236, 9.35090], [8.10817, 12.20604, 9.34011], [9.78770, 12.25239, 9.52726], [8.87800, 11.52564, 10.81629], [7.17713, 14.63286, 11.27725], [7.88739, 15.30336, 10.83455], [6.92995, 13.85348, 10.61808], [6.25224, 15.14873, 11.40248], [7.49990, 14.28805, 12.19503], [11.43316, 15.08562, 11.04053], [10.50841, 15.49649, 10.63802], [11.46464, 14.07932, 10.89665], [11.30951, 15.33825, 12.01974], [12.23867, 15.49163, 10.57636], [5.38489, 18.40556, 10.92752], [4.85132, 17.48330, 10.89453], [6.40929, 18.17171, 10.75023], [5.29769, 18.74276, 11.87925], [4.92945, 19.04821, 10.29408], [3.71764, 15.90962, 12.60151], [4.01123, 14.89407, 13.61816], [2.36239, 15.71669, 12.08190], [3.86591, 17.30941, 13.13945], [4.73806, 15.80222, 11.49735], [5.42582, 12.65317, 8.82221], [5.28305, 11.49634, 7.91193], [4.91042, 13.90885, 8.23522], [4.80253, 12.34537, 10.11249], [6.88538, 12.93939, 9.06471], [8.69505, 12.08173, 13.66932], [9.78672, 11.76635, 14.61183], [9.08125, 11.54351, 12.32539], [7.44115, 11.45641, 14.05640], [8.55805, 13.57440, 13.58337], [9.02524, 17.59731, 10.05900], [9.21774, 16.17309, 10.51006], [8.01706, 18.21959, 10.94740], [10.34578, 18.27958, 10.19240], [8.54132, 17.61421, 8.69833], [4.03413, 16.48172, 8.81226], [4.22224, 16.42144, 9.78183], [4.01391, 15.54291, 8.46803]], "forces_ev_per_a": [[-0.797, 0.542, 0.365], [-0.090, 0.144, 0.571], [-0.206, -1.209, -1.222], [0.103, -0.133, -0.489], [0.668, -0.054, 0.049], [0.949, -0.238, 0.458], [-0.734, 0.004, -0.291], [-1.530, -0.355, -0.333], [-0.014, 0.157, 0.404], [0.150, 0.622, -0.287], [-0.488, 0.728, -0.387], [-0.928, -1.167, 0.672], [0.295, 0.266, 0.121], [0.165, -0.355, 0.144], [-0.121, -0.049, -0.589], [0.402, -0.668, -0.105], [-1.519, 1.078, -0.643], [-0.228, -0.027, 0.463], [0.478, -0.210, -0.063], [-0.127, 0.435, 0.341], [-0.351, -0.927, -0.157], [0.578, 0.262, 0.793], [-0.209, 0.578, -0.225], [-0.313, -0.340, 0.290], [0.387, 0.028, -0.307], [-1.050, -0.044, 1.167], [0.549, 0.322, 0.323], [0.040, 0.341, -0.350], [0.223, 0.077, 0.068], [0.384, 0.604, -0.934], [-2.330, -0.159, 0.095], [0.535, 0.147, -0.386], [-0.126, -0.525, -0.315], [0.341, 0.143, -0.109], [2.517, -0.085, 0.285], [-0.142, -3.087, 0.438], [0.208, 0.628, 0.129], [0.538, 0.765, -0.216], [0.101, 0.637, 0.315], [0.129, 1.564, 0.037], [0.715, 2.039, -0.837], [1.021, -1.265, 0.440], [0.186, -0.149, 0.661], [-0.325, -0.580, 0.334], [0.073, -0.170, -0.551], [-0.195, -0.010, 0.019], [-0.482, -1.165, -1.150], [0.574, 0.860, 0.963]]}



Taking the records one at a time from the top gives relative energy (zero: lowest compared OMol25 entry of this formula, charge and spin) values of 144.5 0.0 kcal per mole.